Density functional theory data (wB97M-V/def2-TZVPD) for a cluster of 5 separate species, C29H74BrN4O4 in total in a non-equilibrium geometry.

The geometry in XYZ format:
```
112
Properties=species:S:1:pos:R:3:forces:R:3:lowdin_charge:R:1
C 1.597 -4.052 3.549 0.4 0.7 0.0 -0.06
C 0.233 -3.459 3.933 0.4 -0.8 0.7 -0.14
N 0.103 -3.180 5.453 -0.6 -1.6 -0.6 -0.23
C -1.387 -3.039 5.770 1.0 -0.3 -0.1 0.02
C 0.677 -4.462 6.216 -0.5 1.4 0.6 -0.16
C 0.383 -4.432 7.678 0.3 -0.3 1.1 -0.09
C 0.827 -1.947 5.892 1.0 -1.2 0.0 -0.10
C 0.707 -0.738 5.022 -0.9 -0.2 -0.4 -0.20
O -0.668 -0.455 4.748 1.7 -1.1 1.6 -0.23
C -0.950 0.909 4.823 -1.7 -0.2 -1.9 -0.10
H 1.998 -4.818 4.214 -0.6 -0.2 -0.1 0.07
H 2.388 -3.302 3.540 -0.1 0.3 -0.3 0.08
H 1.534 -4.494 2.555 0.0 0.2 0.0 0.09
H -0.518 -4.217 3.712 -0.2 0.1 0.2 0.13
H -0.047 -2.550 3.401 0.3 0.0 0.0 0.08
H -1.850 -2.572 4.901 -0.1 -0.3 0.3 0.09
H -1.518 -2.397 6.641 0.0 -0.2 -0.1 0.11
H -1.700 -4.059 5.995 -0.6 0.3 -0.3 0.11
H 1.765 -4.408 6.180 -0.3 -0.2 -0.7 0.12
H 0.267 -5.426 5.914 0.0 0.6 -1.4 0.14
H 1.129 -3.810 8.172 -0.6 0.2 0.4 0.09
H 0.571 -5.449 8.024 0.3 -0.1 0.1 0.10
H -0.646 -4.295 8.011 0.1 0.6 -0.2 0.09
H 1.876 -2.217 5.770 0.3 0.0 0.6 0.14
H 0.554 -1.835 6.941 0.2 0.4 -0.1 0.14
H 1.247 -0.896 4.088 0.0 0.2 -0.2 0.04
H 1.193 0.070 5.567 0.0 0.2 0.0 0.14
H -0.554 1.523 5.631 0.2 -0.4 0.1 0.10
H -2.037 0.837 4.846 -0.2 1.0 0.3 0.10
H -0.680 1.226 3.815 0.2 1.2 0.1 0.07
C -0.659 5.115 -1.904 -0.2 -0.7 0.3 -0.10
C 0.485 5.313 -0.909 0.6 -1.0 1.1 -0.12
N 0.960 4.052 -0.015 -1.2 -0.1 0.8 -0.20
C 1.299 2.855 -0.973 1.2 1.5 1.5 0.00
C 2.206 4.479 0.882 1.0 -1.1 -1.8 -0.11
C 2.868 3.282 1.705 -0.7 0.8 -1.5 -0.04
C -0.183 3.502 0.939 2.3 0.2 0.4 -0.05
C -0.440 4.389 2.210 -0.9 -0.5 -2.4 -0.20
O -1.061 5.499 1.679 -1.3 1.0 -0.5 -0.21
C -1.249 6.502 2.623 0.3 1.9 0.3 -0.10
H -1.538 4.583 -1.541 0.1 -0.1 0.6 0.05
H -0.378 4.538 -2.785 0.2 0.3 -0.1 0.05
H -1.070 6.085 -2.185 0.4 0.1 -0.2 0.09
H 0.248 6.072 -0.163 0.1 -0.1 -0.2 0.11
H 1.408 5.543 -1.440 -0.1 0.2 0.0 0.12
H 2.277 3.092 -1.393 0.1 0.1 -0.1 0.10
H 0.624 2.743 -1.822 -0.5 0.0 0.6 0.07
H 1.435 2.012 -0.295 -0.4 -0.4 -0.5 0.02
H 2.057 5.396 1.452 -0.9 -0.3 0.1 0.12
H 2.822 4.829 0.053 0.7 -0.2 0.3 0.11
H 3.845 3.476 2.148 -0.5 1.0 0.6 0.09
H 3.230 2.497 1.041 -0.9 -0.3 -0.3 0.06
H 2.109 2.919 2.398 0.6 -0.3 0.2 0.06
H 0.226 2.587 1.368 0.0 -0.4 -0.5 0.07
H -0.906 3.257 0.160 -1.0 0.3 1.0 0.10
H 0.457 4.685 2.755 0.3 -0.4 0.0 0.12
H -1.150 3.920 2.890 0.2 -0.6 0.2 0.13
H -0.274 6.975 2.736 0.2 0.1 0.8 0.09
H -1.723 6.252 3.572 0.4 -0.8 0.2 0.10
H -1.881 7.331 2.304 -0.2 -0.4 -0.9 0.10
C 2.112 0.223 -8.398 -0.1 0.2 0.5 -0.06
C 0.679 -0.064 -7.869 0.9 -2.0 0.2 -0.11
N 0.645 -0.741 -6.411 0.9 1.9 1.2 -0.23
C -0.774 -1.153 -6.041 1.1 -0.1 -2.6 -0.01
C 1.631 -1.916 -6.198 -1.7 -0.8 -2.1 -0.10
C 1.545 -3.013 -7.386 0.7 1.8 0.7 -0.03
C 1.035 0.371 -5.360 -0.5 1.1 -1.6 -0.10
C 0.914 0.047 -3.896 1.6 -0.9 0.9 -0.20
O 1.912 -0.924 -3.588 0.2 -1.1 -1.6 -0.22
C 1.998 -1.367 -2.274 -0.1 0.7 1.5 -0.13
H 2.816 -0.609 -8.412 -0.5 -0.5 0.3 0.07
H 2.668 0.986 -7.853 -0.4 0.3 -0.1 0.07
H 2.067 0.490 -9.454 -0.3 0.4 0.1 0.09
H 0.258 -0.814 -8.538 0.1 -0.4 0.3 0.11
H -0.068 0.721 -7.986 0.4 0.5 0.9 0.13
H -0.845 -1.652 -5.075 0.0 0.6 -0.1 0.09
H -0.987 -1.853 -6.849 -0.5 -0.4 0.3 0.09
H -1.362 -0.271 -6.293 -0.4 -0.1 1.0 0.09
H 1.237 -2.337 -5.273 0.6 -0.2 -0.1 0.11
H 2.621 -1.496 -6.020 -0.2 -0.2 -0.2 0.13
H 1.596 -2.636 -8.407 -0.1 0.8 0.1 0.06
H 0.624 -3.595 -7.392 0.5 -0.4 0.6 0.07
H 2.510 -3.518 -7.353 -0.5 -0.9 0.5 0.08
H 0.398 1.214 -5.627 -0.8 -0.2 0.3 0.11
H 1.966 0.858 -5.649 0.6 -1.0 0.2 0.13
H -0.095 -0.231 -3.593 -0.2 -0.2 0.1 0.09
H 1.261 0.838 -3.231 -0.7 1.1 -0.5 0.11
H 2.838 -2.028 -2.062 -0.2 -0.5 -0.9 0.10
H 1.059 -1.795 -1.925 0.0 -0.2 0.1 0.07
H 2.268 -0.553 -1.601 -0.4 0.5 0.2 0.03
C -4.306 -0.512 0.164 1.8 -0.2 -1.4 -0.02
N -2.832 -0.913 0.286 0.3 -0.1 0.7 -0.35
C -1.940 -0.058 -0.654 -0.7 -1.3 0.9 -0.03
C -2.477 -0.800 1.759 0.9 1.2 -1.4 -0.03
C -2.637 -2.406 -0.003 -0.5 1.0 -1.0 -0.12
C -2.906 -2.861 -1.417 0.5 -0.5 -1.3 -0.21
O -1.665 -2.659 -2.240 -2.0 0.0 1.3 -0.11
H -4.395 -0.441 -0.920 -0.9 -0.2 0.0 0.07
H -4.443 0.501 0.542 0.0 -0.3 0.4 0.09
H -4.893 -1.309 0.622 -0.2 0.4 0.0 0.10
H -0.908 -0.390 -0.546 0.0 0.0 0.2 0.03
H -2.032 0.995 -0.385 -0.3 0.0 -0.2 0.06
H -2.307 -0.333 -1.643 0.1 0.6 -0.2 0.04
H -2.395 0.274 1.926 -0.5 0.0 0.5 0.09
H -1.445 -1.137 1.864 -0.1 -0.5 0.3 0.04
H -3.251 -1.306 2.336 0.3 0.1 0.1 0.10
H -3.359 -2.807 0.709 0.5 -0.9 0.0 0.12
H -1.575 -2.617 0.123 -0.1 -0.1 0.8 0.14
H -3.837 -2.531 -1.879 0.3 1.4 -0.2 0.11
H -3.202 -3.908 -1.470 0.8 -0.5 0.7 0.12
H -1.733 -3.328 -2.926 0.1 -0.1 -0.3 0.07
Br 1.471 -0.473 1.274 -0.4 0.1 0.2 -0.28
```
Forces are in eV/Å.

⟨S²⟩: 0.75
Orbital gap (spin up / spin down) in eV: 2.53 / 8.44
Charge: +2
2S+1: 2

***

Density functional theory data (wB97M-V/def2-TZVPD) for a cluster of 7 separate species, C29H75N5O9 in total in a non-equilibrium geometry.

The geometry in XYZ format:
```
118
Properties=species:S:1:pos:R:3:forces:R:3:lowdin_charge:R:1
C -1.596 -1.604 5.684 0.4 0.1 -0.2 -0.04
C -0.493 -1.447 4.606 -1.5 0.2 -0.3 -0.51
C -0.937 -2.313 3.412 0.2 -0.2 -0.4 -0.03
C -0.588 0.016 4.159 0.5 0.8 -0.2 -0.14
C 0.644 0.542 3.422 0.5 -0.3 0.7 -0.17
C 1.969 0.111 4.141 -1.7 0.5 -1.5 -0.12
C 1.987 -1.409 4.390 2.3 0.7 0.1 -0.52
C 2.229 -2.142 3.059 -0.8 -0.4 -0.6 -0.03
C 3.271 -1.656 5.241 -1.4 -0.2 0.3 -0.03
N 0.822 -1.748 5.169 -0.6 0.3 0.3 -0.08
O 0.829 -3.121 5.586 0.1 0.4 -0.2 -0.02
H -2.521 -1.232 5.243 -0.1 -0.3 0.0 0.08
H -1.710 -2.644 5.986 -0.1 0.0 0.0 0.08
H -1.424 -0.969 6.556 0.3 -0.1 0.0 0.08
H -0.490 -2.024 2.458 0.3 0.0 0.2 0.06
H -0.720 -3.370 3.569 -0.1 0.0 0.1 0.09
H -2.005 -2.176 3.234 -0.1 -0.1 0.3 0.08
H -1.467 0.204 3.536 -0.1 -0.5 -0.1 0.12
H -0.766 0.685 5.008 0.3 -0.2 0.3 0.12
H 0.744 0.191 2.391 -0.4 0.0 -0.1 0.08
H 0.561 1.630 3.404 0.2 0.0 -0.2 0.11
H 2.080 0.760 5.008 0.3 -0.5 0.4 0.12
H 2.720 0.358 3.389 0.5 -0.1 0.4 0.11
H 1.523 -1.835 2.284 0.0 0.1 0.1 0.05
H 2.093 -3.223 3.137 0.1 0.0 0.3 0.09
H 3.218 -1.981 2.630 0.1 0.2 0.4 0.08
H 4.147 -1.298 4.710 0.1 -0.2 0.0 0.08
H 3.287 -2.722 5.469 0.5 0.0 -0.1 0.08
H 3.170 -1.118 6.186 0.1 0.0 0.0 0.08
H 0.789 -3.012 6.542 0.1 -0.2 0.0 0.11
C 4.241 -1.475 -4.115 1.2 -0.5 0.9 -0.09
O 3.876 -2.272 -2.996 -0.9 0.0 0.0 -0.21
C 4.629 -3.475 -2.968 0.5 0.8 -0.3 -0.22
C 4.185 -4.410 -1.872 -0.6 0.1 0.9 -0.40
C 2.807 -4.990 -2.261 1.2 -0.2 0.1 -0.06
N 4.084 -3.779 -0.516 0.1 0.2 -1.1 0.04
H 4.281 -2.068 -5.032 -0.3 0.1 -0.1 0.09
H 5.268 -1.165 -3.879 0.0 0.5 -0.5 0.09
H 3.597 -0.607 -4.204 -0.2 -0.1 0.0 0.08
H 4.520 -3.936 -3.956 0.1 -0.4 0.1 0.12
H 5.693 -3.223 -2.856 0.0 0.0 0.1 0.13
H 4.996 -5.134 -1.753 -0.4 -0.4 -0.4 0.13
H 2.948 -5.477 -3.229 -0.6 0.0 -0.1 0.08
H 2.116 -4.148 -2.276 -0.1 -0.1 -0.3 0.06
H 2.449 -5.729 -1.543 0.1 0.0 0.0 0.08
H 3.910 -2.786 -0.660 -0.1 -0.1 0.2 0.06
H 3.224 -4.169 -0.153 0.0 0.2 0.5 0.05
C -5.495 3.875 -1.658 0.7 -0.6 1.0 -0.10
O -4.077 4.008 -1.527 -0.3 -0.8 -0.6 -0.19
C -3.413 2.758 -1.283 0.4 0.9 -0.1 -0.20
C -3.572 2.334 0.179 -1.2 1.9 0.5 -0.45
C -2.779 3.232 1.156 1.0 -0.8 -0.6 -0.05
N -3.310 0.937 0.411 0.9 0.3 0.1 0.07
H -5.792 2.824 -1.738 0.1 0.0 -0.4 0.06
H -5.814 4.436 -2.531 -0.3 0.2 0.2 0.09
H -5.932 4.166 -0.698 -0.4 0.6 -0.4 0.09
H -3.695 1.949 -1.965 -0.6 0.1 0.0 0.10
H -2.386 2.995 -1.590 0.2 -0.2 0.5 0.12
H -4.584 2.643 0.478 -0.3 -0.8 -0.4 0.13
H -2.923 2.830 2.158 0.2 0.0 0.1 0.07
H -3.008 4.296 1.170 -0.4 -0.1 -0.4 0.08
H -1.729 3.162 0.839 0.1 0.0 0.5 0.06
H -2.429 0.805 -0.088 -0.1 -0.9 0.2 0.04
H -4.002 0.321 0.007 0.0 0.1 -0.2 0.06
C -3.398 1.237 -5.291 -0.6 0.1 0.2 -0.08
O -4.163 0.842 -4.163 0.5 0.4 0.5 -0.25
C -5.574 0.899 -4.332 0.4 -1.0 -0.1 -0.18
C -6.130 -0.401 -3.709 -0.5 0.2 0.9 -0.41
C -5.940 -0.341 -2.156 0.0 -0.7 -1.5 -0.06
N -5.475 -1.583 -4.307 0.1 1.0 0.4 0.05
H -3.415 0.426 -6.025 0.2 0.2 -0.2 0.09
H -2.379 1.459 -4.981 0.0 -0.2 0.1 0.08
H -3.818 2.155 -5.714 0.1 -0.1 -0.2 0.09
H -6.006 1.762 -3.819 0.1 0.1 -0.1 0.11
H -5.748 0.974 -5.409 -0.5 -0.1 0.0 0.12
H -7.221 -0.402 -3.814 0.1 -0.2 -0.7 0.13
H -6.457 -1.160 -1.652 -0.2 0.0 -0.2 0.07
H -6.405 0.591 -1.837 0.7 0.1 0.6 0.07
H -4.875 -0.553 -2.033 0.1 0.9 0.7 0.07
H -5.325 -2.234 -3.541 -0.1 -0.3 -0.2 0.06
H -4.534 -1.215 -4.469 0.0 -0.5 -0.2 0.06
C 2.334 4.210 0.887 -0.8 -1.1 0.2 -0.11
O 3.074 3.904 2.050 -0.4 0.6 -0.2 -0.20
C 3.964 4.947 2.409 0.3 -1.0 0.4 -0.21
C 4.575 4.559 3.756 -0.6 0.0 0.6 -0.42
C 5.056 3.117 3.883 2.3 -0.3 -0.5 -0.07
N 3.625 4.728 4.885 -0.5 0.4 -0.7 0.03
H 1.655 3.360 0.761 0.1 0.0 -0.1 0.07
H 2.941 4.262 -0.020 0.2 0.3 0.1 0.09
H 1.664 5.066 1.001 0.4 0.4 0.0 0.09
H 4.733 4.990 1.624 0.0 0.5 0.1 0.13
H 3.428 5.894 2.554 0.1 0.0 -0.4 0.12
H 5.397 5.253 3.955 0.1 -0.2 -0.1 0.13
H 4.401 2.371 4.319 -0.4 0.4 0.0 0.06
H 5.971 3.167 4.485 -0.4 -0.1 0.6 0.07
H 5.516 2.658 2.997 -0.6 0.3 -0.4 0.08
H 3.443 5.719 5.037 0.2 -0.1 0.0 0.07
H 2.736 4.376 4.520 0.1 -0.2 0.4 0.07
O -1.499 -2.172 -2.997 -0.5 -0.1 -0.1 -0.06
C -0.796 -3.217 -3.611 2.0 0.2 -0.1 -0.26
C -0.444 -2.923 -5.077 -1.0 0.5 0.0 -0.25
O 0.598 -3.727 -5.597 -0.3 -0.3 0.1 -0.06
H -0.868 -1.445 -2.893 -0.1 -0.4 0.1 0.03
H 0.170 -3.361 -3.097 0.0 0.1 0.1 0.10
H -1.270 -4.192 -3.501 -0.7 0.3 -0.1 0.13
H -0.176 -1.879 -5.251 0.2 0.1 0.6 0.11
H -1.399 -3.007 -5.615 0.3 -0.6 -0.5 0.12
H 0.922 -4.289 -4.885 0.0 0.0 -0.1 0.06
O -0.551 -0.027 -0.528 0.4 -0.2 -0.1 -0.09
C 0.354 0.887 -1.179 -1.0 -1.2 0.3 -0.20
C 0.251 0.624 -2.682 1.8 1.5 0.3 -0.21
O 0.904 -0.545 -3.154 -1.1 -0.8 0.2 -0.07
H -0.338 -0.070 0.411 0.0 0.0 0.0 0.07
H -0.012 1.871 -0.876 0.5 0.4 -0.6 0.10
H 1.373 0.700 -0.833 0.1 0.2 0.0 0.12
H 0.820 1.426 -3.169 -0.6 0.5 0.0 0.12
H -0.792 0.669 -2.986 0.0 -0.4 -0.2 0.12
H 1.849 -0.543 -2.985 0.0 0.1 0.3 0.07
```
Forces are in eV/Å.

Orbital gap in eV: 8.93
Structure (SMILES): CC1(C)CCCC(C)(C)N1O.COC[C@H](C)N.COC[C@H](C)N.COC[C@H](C)N.COC[C@H](C)N.OCCO.OCCO
Energy above the lowest of the compared OMol25 structures with the same formula, charge and spin in kcal per mole: 0.0

***

Density functional theory data (wB97M-V/def2-TZVPD) for a cluster of 6 separate species, C29H75N5O9 in total in a non-equilibrium geometry.

The geometry in XYZ format:
```
118
Properties=species:S:1:pos:R:3:forces:R:3:lowdin_charge:R:1
C 4.180 2.816 5.235 2.0 -0.2 0.6 -0.10
O 3.413 2.126 6.192 0.1 -1.1 -2.8 -0.17
C 2.624 2.833 7.028 0.1 0.8 2.6 -0.26
C 2.091 1.845 8.099 0.9 2.4 1.3 -0.48
C 3.093 1.343 9.088 1.5 -0.2 0.2 -0.08
N 1.340 0.801 7.510 -0.8 -0.2 -0.8 0.06
H 3.778 3.487 4.476 -1.0 -0.1 0.3 0.09
H 4.817 2.093 4.726 -0.5 -0.4 -0.2 0.09
H 4.955 3.353 5.782 0.0 0.7 0.2 0.08
H 3.221 3.637 7.457 0.4 0.2 0.7 0.12
H 1.773 3.424 6.690 -0.5 -0.5 -1.2 0.12
H 1.523 2.524 8.735 -1.1 -0.2 -0.1 0.13
H 2.667 0.746 9.894 -0.2 -0.3 -0.4 0.08
H 3.615 2.131 9.630 -0.1 0.4 -0.2 0.08
H 3.890 0.811 8.567 0.0 -0.5 0.1 0.08
H 1.989 0.164 7.071 0.3 -0.4 0.2 0.08
H 0.990 1.276 6.690 -1.0 -0.4 -0.4 0.07
C -8.220 0.552 4.656 -3.0 0.3 0.7 -0.22
O -6.904 0.695 4.536 4.3 -2.3 -0.5 -0.18
C -6.155 -0.631 4.615 -0.4 1.8 -0.2 -0.10
C -5.484 -1.092 3.278 -0.1 0.4 1.0 -0.46
C -6.251 -1.025 1.998 -1.1 1.6 -0.2 -0.07
N -5.064 -2.466 3.361 0.8 -0.9 0.7 0.02
H -8.634 -0.283 4.092 -0.2 0.0 -0.3 0.09
H -8.694 1.498 4.391 -0.1 0.0 -0.6 0.09
H -8.552 0.458 5.689 0.0 -0.5 0.5 0.08
H -5.377 -0.425 5.351 0.3 0.1 -0.2 0.11
H -6.708 -1.438 5.095 -0.8 0.1 -0.3 0.11
H -4.609 -0.445 3.231 0.2 -0.1 -0.4 0.13
H -6.760 -0.067 1.893 0.0 0.3 0.1 0.08
H -7.078 -1.734 1.993 0.3 -0.4 -0.3 0.08
H -5.586 -1.071 1.136 -0.1 -0.6 0.1 0.08
H -4.626 -2.692 4.243 0.5 0.2 0.2 0.07
H -5.852 -3.097 3.355 -0.4 0.1 -0.4 0.07
C 6.019 -5.862 1.897 -0.6 -1.4 0.3 -0.09
O 4.571 -6.044 1.883 1.3 1.6 -0.2 -0.19
C 3.823 -4.872 1.503 -0.4 -0.2 -0.6 -0.23
C 2.340 -5.292 1.440 1.2 0.4 1.9 -0.18
N 1.708 -5.162 2.798 -0.6 0.2 -2.2 -0.07
C 0.285 -5.550 2.846 1.5 -1.9 0.9 -0.16
C -0.015 -7.108 2.618 -1.2 0.4 -1.0 -0.25
O 0.441 -7.921 3.629 0.9 -0.8 2.5 -0.21
C 0.524 -9.350 3.406 0.2 1.7 -0.6 -0.07
H 6.488 -5.699 0.927 -0.5 0.5 -0.3 0.08
H 6.395 -6.840 2.199 -0.1 -0.1 0.1 0.08
H 6.432 -5.182 2.642 -0.6 0.5 0.0 0.08
H 4.075 -4.474 0.520 0.4 -0.7 -0.6 0.10
H 4.026 -3.969 2.078 -0.1 -0.3 1.0 0.12
H 2.423 -6.308 1.052 -0.6 -0.3 -0.1 0.11
H 1.834 -4.655 0.715 -0.3 0.0 0.2 0.11
H 2.219 -5.625 3.535 0.2 -0.3 -0.3 0.10
H -0.354 -4.914 2.232 0.2 -0.2 -0.2 0.11
H 0.075 -5.332 3.894 -0.8 -0.2 0.0 0.11
H 0.270 -7.606 1.692 0.8 0.9 -0.7 0.10
H -1.095 -7.242 2.552 -0.7 0.4 0.2 0.11
H 1.393 -9.483 2.760 -0.1 -0.5 -0.3 0.08
H -0.389 -9.708 2.930 0.0 -0.2 0.0 0.08
H 0.705 -9.885 4.338 -0.2 0.4 0.1 0.09
C 7.343 1.251 -0.223 -1.0 -1.3 1.7 -0.14
O 7.454 0.751 -1.525 1.0 -0.1 0.3 -0.17
C 6.531 1.404 -2.324 0.3 0.1 -2.5 -0.23
C 6.541 0.876 -3.818 0.5 0.7 1.1 -0.20
N 6.192 -0.491 -4.001 -0.6 -1.3 0.0 -0.08
C 4.791 -0.857 -3.848 -0.6 -0.8 -0.9 -0.20
C 4.540 -2.405 -3.801 -0.4 1.1 -1.3 -0.17
O 4.271 -2.900 -5.170 2.2 -0.1 1.7 -0.23
C 5.300 -3.885 -5.584 -2.7 1.3 0.0 -0.07
H 7.517 2.275 0.107 0.5 0.6 -1.3 0.09
H 7.943 0.662 0.470 0.1 -0.3 -0.3 0.09
H 6.297 1.092 0.040 -0.3 -0.1 0.6 0.08
H 6.869 2.440 -2.323 -0.7 0.5 -0.3 0.12
H 5.506 1.286 -1.974 -0.1 0.2 0.4 0.11
H 7.517 0.953 -4.297 0.2 0.6 0.3 0.11
H 5.861 1.529 -4.365 -0.1 0.0 -0.1 0.12
H 6.803 -1.080 -3.455 0.0 -0.1 0.1 0.11
H 4.268 -0.615 -4.773 0.0 0.4 -0.2 0.11
H 4.255 -0.270 -3.102 0.0 -0.3 0.7 0.10
H 3.620 -2.676 -3.283 0.2 0.3 0.5 0.11
H 5.416 -2.864 -3.344 -0.1 -0.4 -0.1 0.10
H 4.683 -4.310 -6.376 1.0 -0.7 -0.3 0.08
H 5.438 -4.580 -4.756 0.4 -0.1 -0.3 0.08
H 6.192 -3.378 -5.952 0.1 -0.2 0.2 0.08
C -2.578 3.639 -5.468 0.0 1.0 1.6 -0.12
O -3.388 4.736 -5.828 -0.5 -0.3 -1.7 -0.20
C -4.801 4.479 -5.788 -0.6 1.0 0.3 -0.19
C -5.602 5.510 -6.664 0.0 0.1 2.1 -0.18
N -5.263 6.895 -6.349 1.0 -0.7 0.8 -0.09
C -5.715 7.807 -7.323 -0.8 1.4 0.4 -0.24
C -7.261 7.897 -7.545 1.4 -0.8 -2.0 -0.16
O -7.577 6.789 -8.444 0.1 0.6 0.5 -0.23
C -8.672 6.986 -9.316 -0.1 -0.4 0.5 -0.11
H -2.480 2.847 -6.210 -0.3 -0.1 0.2 0.09
H -2.922 3.381 -4.466 -0.4 -1.3 -0.1 0.08
H -1.605 4.017 -5.153 0.3 0.3 -0.9 0.08
H -5.033 4.489 -4.723 -0.5 1.0 0.3 0.11
H -5.222 3.489 -5.962 1.0 -0.6 -1.2 0.11
H -6.624 5.577 -6.291 -0.4 -1.4 -0.3 0.11
H -5.648 5.294 -7.732 0.5 -0.2 -0.1 0.11
H -4.285 7.013 -6.125 0.1 0.0 -0.2 0.11
H -5.208 7.690 -8.281 -0.5 -0.4 -0.7 0.12
H -5.381 8.805 -7.038 -0.1 0.2 0.4 0.11
H -7.314 8.845 -8.080 -0.5 0.1 -0.4 0.10
H -7.980 7.958 -6.728 0.5 -0.3 0.5 0.12
H -9.449 6.247 -9.122 -0.3 0.1 0.5 0.08
H -8.415 6.743 -10.347 0.5 0.6 -0.1 0.08
H -9.051 7.995 -9.157 -0.3 0.0 -0.6 0.08
C 0.848 1.487 0.238 -0.9 0.0 0.2 -0.04
C 0.199 0.196 0.838 1.2 0.5 -0.8 -0.49
C -0.685 -0.543 -0.105 -1.6 0.3 -1.4 -0.08
O 1.321 -0.623 1.015 1.7 -0.7 0.6 -0.07
H 1.377 2.054 1.003 -0.3 0.0 0.1 0.07
H 0.102 2.101 -0.267 -0.2 0.3 0.4 0.07
H 1.587 1.308 -0.543 0.0 -0.7 0.1 0.07
H -0.258 0.353 1.815 -0.3 0.4 0.0 0.13
H -0.200 -0.646 -1.076 0.5 -0.5 0.2 0.09
H -1.601 -0.054 -0.435 -0.2 0.6 0.5 0.08
H -1.065 -1.492 0.273 0.5 -0.2 0.1 0.08
H 1.105 -1.541 1.192 -0.3 0.0 0.1 0.08
```
Forces are in eV/Å.

Orbital gap in eV: 8.74
Structure (SMILES): COC[C@H](C)N.COC[C@H](C)N.COCCNCCOC.COCCNCCOC.COCCNCCOC.CC(C)O
Energy above the lowest of the compared OMol25 structures with the same formula, charge and spin in kcal per mole: 109.9

***

We obtain total energy values of -115443.0164, -57161.4289, -57156.6623 eV for the records listed above, in that order.